The following is a quantum chemistry calculation of a cluster of 5 separate species, C31H48Cl3N5O18S in total, from OMol25.

Its maximum force is 5.24 eV/A. The calculation puts the highest occupied orbital energy at -0.32473 hartree. For the gap between HOMO and LUMO, the calculation gives 7.0 eV.

Geometry (Å):
Cl -3.792721 3.349166 -4.230766
Cl -1.943029 4.885512 -2.145914
Cl -0.632106 0.767779 1.561827
S 2.415163 4.140997 -2.660027
O 1.302661 -2.311152 6.220920
O -3.184238 0.507923 1.916062
O -2.725665 -0.901062 5.490628
O 2.719280 -0.543953 6.116511
O 4.472130 -7.046383 -1.477788
O 5.899938 -5.287860 -1.574051
O -1.650458 -2.325397 -1.204726
O 0.144283 -1.696128 -0.133096
O -9.883290 2.609540 -3.624880
O -8.073802 2.991948 -2.496462
O -3.251492 -2.274692 7.082820
O 5.516791 0.774992 1.071404
O 0.848166 -0.312723 7.185848
O -4.782385 -0.736492 6.428017
O 2.050368 2.339372 -0.529604
O 4.016973 -5.039729 -0.530517
O -8.018267 1.428735 -4.136266
O 1.288630 -0.639897 -2.949781
N 2.439045 3.682252 1.225780
N 2.570933 4.452441 0.115501
N 4.691998 0.226165 -1.846216
N -1.756237 0.861395 -1.405896
N -1.939625 2.085896 -1.869877
C 1.149158 2.133604 -4.311622
C 2.764326 -5.565545 -0.083347
C -3.063347 0.190020 4.628809
C 4.764717 -5.908363 -1.219795
C -1.136747 3.826912 -3.423355
C -0.395610 -0.850528 7.643543
C -6.698617 2.720216 -2.236399
C 0.155987 1.581438 -3.248513
C 4.824023 -0.393476 0.546870
C -0.757975 -1.418496 -0.945022
C 6.802008 -6.102144 -2.321969
C 5.007975 -1.617656 1.529889
C 2.315826 -0.719188 -1.914693
C -2.344191 0.543066 1.072875
C 3.729104 -0.570642 -2.638570
C 5.443763 -0.645221 -0.892802
C -10.575301 1.901985 -4.653014
C 1.591987 -1.172626 6.482103
C -4.191249 -2.755999 8.042510
C -2.085753 3.797712 -4.700379
C 2.336280 3.621624 -0.933514
C -2.818812 0.426597 -0.441411
C -0.778646 -0.021739 -1.672128
C -2.133565 5.290541 -5.263433
C -8.599505 2.258470 -3.485913
C 2.544404 2.623608 -3.698000
C -0.980138 2.384907 -2.761838
C 2.152515 2.424725 0.850020
C -3.697567 -1.250752 6.341846
C 0.306177 0.247035 -2.636302
C 3.615109 -1.348847 5.352177
H 3.944198 -2.213902 5.929544
H -6.562902 1.682411 -1.926995
H -1.670564 3.087800 -5.472796
H 5.374812 0.638167 -2.491882
H 4.118765 -1.577573 -2.954594
H 4.012066 -2.133908 1.678298
H 4.485911 -0.738818 5.115139
H -4.444859 -1.973698 8.759340
H -6.089327 2.943632 -3.113200
H 0.719396 2.894599 -5.008595
H -0.911655 -0.068361 8.199771
H -2.729971 5.953555 -4.585334
H 3.721620 -0.199722 0.415494
H -10.119831 2.092970 -5.625572
H -3.699356 1.132945 -0.490089
H -0.227007 -1.695693 8.312796
H -3.235281 -0.584838 -0.688023
H -10.592858 0.832479 -4.439679
H -2.658960 5.257213 -6.251333
H 5.318188 -1.204713 2.529729
H -3.913116 -0.066287 4.001132
H 1.993998 1.596694 1.576235
H -3.270304 1.090053 5.211082
H -11.600402 2.268456 -4.672427
H 3.269685 2.861677 -4.525935
H 2.167997 0.011676 -1.082404
H -1.072883 5.649178 -5.322475
H 2.270508 -1.769160 -1.500181
H 2.998844 1.825344 -3.044609
H 3.524206 0.011514 -3.590581
H -3.721880 -3.579079 8.579193
H 5.774718 -2.352109 1.156341
H 6.528544 -0.336898 -0.898184
H -5.088519 -3.130550 7.548354
H 1.431081 1.246648 -4.960926
H 2.919806 -6.406814 0.593061
H 4.811246 1.334726 1.438157
H 2.146470 -5.862064 -0.931506
H 2.249494 -4.774464 0.459819
H 6.345549 -6.421278 -3.259891
H -2.207807 0.382379 3.989526
H 5.311614 -1.734970 -1.148292
H 3.147803 -1.665158 4.418127
H -6.380009 3.367953 -1.420801
H -1.020411 -1.145075 6.801135
H 7.118701 -6.965245 -1.735088
H 7.678840 -5.498225 -2.550955
H -0.155541 4.316653 -3.628003

Force components x, y, z for each atom (eV/Å):
1.121 -0.239 -0.569
0.811 -0.260 -0.728
-0.858 0.072 -0.687
-0.086 -0.287 0.796
0.119 0.159 0.028
0.678 0.126 -1.164
-0.299 -0.132 0.211
-0.133 0.008 0.052
0.100 0.174 0.012
-0.148 0.033 0.063
0.919 3.829 -0.843
0.490 2.341 -0.866
0.208 0.015 0.093
-0.138 -0.062 -0.103
0.009 0.145 -0.115
-1.462 -0.318 -0.169
0.276 -0.018 -0.096
0.168 -0.089 0.031
0.314 0.926 0.738
0.241 -0.021 -0.151
-0.069 0.134 0.103
-1.327 1.532 0.757
-0.577 -3.009 -0.277
-0.573 -2.038 -2.973
0.614 -1.079 -0.657
-0.787 -1.874 1.041
2.806 -0.615 -1.845
0.858 -1.133 0.035
-0.439 -0.049 0.209
-0.016 0.278 0.027
-0.077 0.128 0.098
-1.305 -0.880 1.018
-0.393 -0.192 0.082
0.357 -0.005 0.133
-0.459 -1.485 1.330
0.969 -0.809 -0.239
-1.508 -4.919 0.977
0.284 -0.150 -0.194
-0.402 0.352 0.062
1.910 -1.724 0.365
-1.236 -0.371 -0.025
-0.944 0.990 -0.704
-0.794 0.382 0.999
-0.261 -0.150 -0.259
-0.123 0.145 0.096
-0.189 -0.194 0.285
0.599 1.733 0.367
0.441 0.834 1.532
-0.174 0.728 0.746
1.456 -1.117 -0.565
-0.255 -1.078 0.026
-0.100 0.091 0.061
-0.444 -0.713 0.431
0.479 1.633 -1.256
0.522 2.875 0.600
0.089 -0.027 -0.145
-1.906 3.062 -0.327
0.252 -0.124 -0.189
-0.147 -0.028 -0.102
-0.006 0.013 -0.190
-0.689 0.592 0.888
-0.465 -0.235 0.293
-0.350 0.783 0.403
1.177 0.336 -0.271
-0.167 0.154 0.151
-0.100 -0.001 -0.151
-0.155 -0.178 0.063
0.245 -0.579 0.851
0.265 0.132 -0.083
0.693 -0.724 -0.514
1.095 0.008 0.142
0.072 -0.132 0.096
1.303 -0.474 -0.175
0.028 -0.024 -0.154
1.024 0.592 0.340
0.143 0.061 -0.086
0.727 0.216 0.728
-0.178 -0.508 -0.992
-0.001 0.020 0.244
0.115 0.567 -1.298
-0.135 -0.119 0.018
0.139 0.135 0.201
-0.803 -0.153 0.863
0.029 -0.528 -1.034
-1.012 -0.105 -0.260
-0.263 1.310 -0.211
-0.489 0.837 -0.760
0.230 -0.788 0.934
0.181 0.093 -0.192
-0.775 0.714 0.448
-1.120 -0.527 0.229
0.005 0.175 0.035
-0.380 0.907 0.658
0.023 -0.034 -0.179
0.639 -0.019 -0.053
0.118 -0.100 0.060
0.219 0.102 -0.114
-0.032 -0.108 0.142
0.068 -0.272 0.264
0.348 0.943 0.108
-0.028 -0.120 0.139
-0.267 0.073 -0.064
0.296 -0.103 0.186
-0.150 -0.019 -0.095
-0.172 0.152 0.146
-0.903 -0.600 0.089